Record 1
{
  "formula": "C5H5N",
  "method": "wB97M-V/def2-TZVPD",
  "homo_energy_ev": -9.216,
  "orbital_gap_ev": 9.4573,
  "e_above_lowest_kj_mol": 768.8,
  "elements": ["C", "C", "C", "C", "C", "N", "H", "H", "H", "H", "H"],
  "xyz": [[1.774, 0.845, -0.476], [0.726, 0.313, 0.042], [-1.339, 0.251, 0.210], [1.975, -0.213, 0.678], [-2.452, -0.389, -0.464], [-2.422, 0.413, 0.796], [2.562, 1.326, -1.076], [2.263, -1.132, 0.170], [2.390, -0.040, 1.653], [-2.948, -0.034, -1.318], [-2.529, -1.341, -0.214]],
  "mulliken_charge": [-0.2110, -0.0212, 0.1589, -0.5219, -0.2246, -0.4105, 0.3728, 0.1670, 0.2594, 0.2240, 0.2071]
}

***

Record 2
{
  "formula": "C6H10N2O3",
  "method": "wB97M-V/def2-TZVPD",
  "homo_energy_ev": -9.486,
  "orbital_gap_ev": 9.3127,
  "smiles": "C[C@@]1(N=O)CCC[C@H]1[N+](=O)[O-]",
  "e_above_lowest_kj_mol": 675.5,
  "elements": ["C", "C", "N", "O", "C", "C", "C", "C", "N", "O", "O", "H", "H", "H", "H", "H", "H", "H", "H", "H", "H"],
  "xyz": [[-0.067, -1.394, 1.571], [-0.521, -0.580, 0.327], [-1.731, -1.209, -0.082], [-1.744, -1.901, -1.070], [-0.926, 0.874, 0.651], [-0.545, 1.747, -0.545], [0.295, 0.805, -1.567], [0.634, -0.458, -0.796], [1.896, -0.236, -0.101], [2.742, -1.043, -0.297], [2.080, 0.678, 0.651], [0.414, -0.591, 2.164], [0.570, -2.183, 1.292], [-1.071, -1.663, 2.064], [-0.296, 0.989, 1.582], [-1.870, 0.927, 0.996], [-0.006, 2.692, -0.166], [-1.380, 2.071, -1.142], [-0.334, 0.515, -2.415], [1.208, 1.349, -1.806], [0.652, -1.389, -1.311]],
  "mulliken_charge": [-1.5756, 1.0936, -0.2100, -0.3570, -1.2303, -0.5263, -1.0318, -0.0005, 0.9984, -0.6417, -0.5870, 0.3712, 0.3924, 0.4143, 0.2393, 0.6745, 0.2962, 0.3358, 0.3980, 0.3498, 0.5965]
}

***

Record 3
{
  "formula": "C5H9N2",
  "method": "wB97M-V/def2-TZVPD",
  "charge": 1,
  "homo_energy_ev": [-13.154, -13.154],
  "orbital_gap_ev": [7.9822, 7.9808],
  "e_above_lowest_kj_mol": 597.4,
  "elements": ["C", "C", "C", "C", "C", "N", "N", "H", "H", "H", "H", "H", "H", "H", "H", "H"],
  "xyz": [[2.767, 0.220, 0.593], [0.207, -1.701, -0.880], [1.632, 0.774, 0.344], [-0.208, -0.711, -0.209], [-1.339, -0.005, -0.038], [-1.983, 0.152, 1.130], [-1.623, 0.880, -1.050], [3.431, 0.855, 1.201], [3.267, -0.709, 0.380], [-0.569, -2.316, -1.098], [1.211, -1.984, -1.041], [1.253, 1.794, 0.553], [-1.706, -0.326, 2.020], [-2.660, 0.947, 1.184], [-1.356, 0.516, -1.957], [-2.324, 1.613, -1.133]],
  "mulliken_charge": [-0.4233, -0.4853, -0.1165, 0.0977, 0.3075, -0.4173, -0.3756, 0.2348, 0.2691, 0.3432, 0.2320, 0.3234, 0.2641, 0.2410, 0.2688, 0.2365]
}

***

Record 4
{
  "formula": "C22H8Cl5F9N3O6STi",
  "method": "wB97M-V/def2-TZVPD",
  "charge": -1,
  "homo_energy_ev": -4.305,
  "orbital_gap_ev": 5.6704,
  "e_above_lowest_kj_mol": 0.0,
  "elements": ["Ti", "O", "C", "O", "C", "C", "C", "C", "C", "N", "C", "O", "O", "H", "H", "H", "Cl", "C", "C", "Cl", "C", "Cl", "C", "O", "C", "Cl", "C", "Cl", "C", "C", "C", "C", "N", "C", "S", "N", "H", "H", "H", "H", "H", "F", "C", "F", "F", "C", "O", "C", "F", "F", "F", "C", "F", "F", "F"],
  "xyz": [[-11.566, 3.049, 12.405], [-14.870, 5.097, 13.399], [-13.750, 4.680, 13.360], [-13.241, 3.952, 12.409], [-12.751, 4.801, 14.484], [-12.862, 5.525, 15.611], [-11.801, 5.452, 16.490], [-10.638, 4.728, 16.213], [-10.672, 3.968, 15.071], [-11.675, 4.064, 14.215], [-9.500, 3.136, 14.439], [-8.470, 3.007, 15.015], [-9.944, 2.506, 13.329], [-13.710, 6.198, 15.812], [-11.784, 6.062, 17.361], [-9.777, 4.714, 16.881], [-12.706, -4.110, 13.188], [-12.486, -2.483, 12.649], [-12.781, -1.409, 13.505], [-13.446, -1.732, 15.058], [-12.528, -0.131, 13.148], [-12.672, 1.157, 14.304], [-11.994, 0.164, 11.887], [-11.756, 1.421, 11.543], [-11.804, -0.890, 10.936], [-11.119, -0.430, 9.372], [-11.990, -2.202, 11.391], [-11.434, -3.536, 10.351], [-12.353, 5.516, 19.955], [-12.862, 4.185, 19.392], [-12.496, 2.947, 19.948], [-12.994, 1.836, 19.221], [-13.767, 1.904, 18.177], [-14.065, 3.163, 17.718], [-14.966, 3.221, 16.190], [-13.661, 4.252, 18.396], [-13.211, 6.226, 20.124], [-11.562, 5.902, 19.345], [-11.860, 5.279, 20.910], [-11.703, 2.788, 20.655], [-12.684, 0.859, 19.561], [-12.220, 6.354, 10.687], [-10.896, 6.314, 10.862], [-10.658, 6.330, 12.165], [-10.404, 7.389, 10.329], [-10.332, 4.996, 10.308], [-10.711, 3.898, 11.032], [-10.821, 4.835, 8.827], [-10.269, 3.809, 8.162], [-12.184, 4.708, 8.752], [-10.500, 5.915, 8.169], [-8.790, 5.042, 10.404], [-8.354, 3.936, 9.810], [-8.277, 6.004, 9.638], [-8.193, 5.147, 11.597]],
  "mulliken_charge": [0.2217, -0.6343, 0.0710, -0.3832, 0.6329, -1.0609, 0.1119, -0.8622, 0.5878, 0.6874, 0.0217, -0.6414, -0.3217, 0.3952, 0.7240, 0.5037, -0.1856, -0.1800, 0.3280, -0.1789, 0.0180, -0.0613, 0.3734, -0.2602, -0.3428, -0.1577, 0.6571, -0.2013, -1.1986, 1.0555, -0.7375, -0.1071, -0.5341, 0.0400, -0.4033, -0.4189, 0.2548, 0.2562, 0.3915, 0.3240, 0.3967, -0.2652, 0.3604, -0.2350, -0.2364, 0.8685, -0.1688, 0.3859, -0.2374, -0.2368, -0.2347, 0.5374, -0.2535, -0.2576, -0.2083]
}

***

Record 5
{
  "formula": "C34H25F2FeN4O2",
  "method": "wB97M-V/def2-TZVPD",
  "charge": 2,
  "multiplicity": 2,
  "homo_energy_ev": [-13.891, -13.907],
  "orbital_gap_ev": [6.8204, 6.8526],
  "s2": 0.79,
  "e_above_lowest_kj_mol": 0.0,
  "elements": ["Fe", "C", "O", "C", "N", "C", "C", "C", "C", "C", "C", "C", "C", "C", "C", "C", "C", "N", "C", "N", "C", "C", "O", "C", "C", "C", "C", "C", "C", "H", "H", "H", "H", "H", "H", "H", "H", "H", "H", "H", "H", "H", "H", "H", "H", "H", "H", "H", "F", "C", "C", "C", "C", "C", "F", "C", "C", "C", "C", "C", "C", "N", "H", "H", "H", "H", "H", "H"],
  "xyz": [[0.551, 0.180, -0.555], [-1.569, 1.136, -4.034], [-0.136, 1.442, -4.216], [0.466, 0.938, -3.179], [-0.203, 0.190, -2.373], [-1.592, 0.105, -2.888], [-2.576, 0.296, -1.758], [-3.585, 1.244, -1.761], [-4.453, 1.342, -0.677], [-4.324, 0.488, 0.406], [-3.327, -0.480, 0.404], [-2.462, -0.575, -0.672], [1.886, 1.127, -2.850], [2.936, 1.520, -3.656], [4.226, 1.224, -3.218], [4.405, 0.415, -2.100], [3.285, 0.067, -1.365], [2.087, 0.562, -1.656], [3.120, -1.117, -0.504], [1.937, -1.568, -0.281], [2.138, -2.939, 0.305], [3.652, -2.969, 0.577], [4.172, -1.820, -0.161], [1.249, -3.202, 1.495], [-0.129, -3.028, 1.352], [-0.926, -2.921, 2.480], [-0.306, -2.916, 3.727], [0.958, -3.473, 3.855], [1.759, -3.586, 2.730], [-1.941, 0.752, -4.977], [-2.050, 2.081, -3.794], [-1.731, -0.896, -3.302], [-3.723, 1.916, -2.599], [-5.240, 2.084, -0.691], [-5.010, 0.562, 1.239], [-3.242, -1.170, 1.233], [-1.712, -1.364, -0.691], [2.751, 1.990, -4.612], [5.079, 1.525, -3.809], [5.374, 0.012, -1.840], [1.879, -3.642, -0.492], [4.155, -3.853, 0.200], [3.906, -2.811, 1.622], [-0.555, -2.953, 0.358], [-1.988, -2.735, 2.396], [-0.937, -2.934, 4.610], [1.358, -3.697, 4.835], [2.775, -3.941, 2.834], [-1.032, 5.104, -2.002], [-1.043, 4.111, -1.115], [-0.200, 3.029, -1.332], [-0.208, 1.991, -0.421], [-0.976, 2.078, 0.741], [-1.856, 3.148, 0.870], [-2.667, 3.223, 1.929], [-1.907, 4.181, -0.044], [-0.616, 1.123, 1.790], [-1.230, 1.021, 3.030], [-0.640, 0.248, 4.007], [0.526, -0.464, 3.733], [1.095, -0.285, 2.481], [0.505, 0.415, 1.492], [0.419, 3.072, -2.217], [-2.575, 5.020, 0.093], [-2.129, 1.578, 3.236], [-1.100, 0.176, 4.985], [1.200, -0.647, 4.559], [2.050, -0.728, 2.241]],
  "lowdin_spin": [1.1097, -0.0005, 0.0065, 0.0066, -0.0126, -0.0012, -0.0012, 0.0000, -0.0012, -0.0002, -0.0006, -0.0005, -0.0024, -0.0006, -0.0020, -0.0002, -0.0040, -0.0201, 0.0024, 0.0071, 0.0016, 0.0002, 0.0024, 0.0002, 0.0002, 0.0002, 0.0001, 0.0001, 0.0000, -0.0001, 0.0000, 0.0000, 0.0000, -0.0001, 0.0000, 0.0000, 0.0005, -0.0002, -0.0001, -0.0001, 0.0001, 0.0001, 0.0000, 0.0002, 0.0000, 0.0000, 0.0000, 0.0000, -0.0035, -0.0045, 0.0020, -0.0874, 0.0022, -0.0045, -0.0034, 0.0179, -0.0019, 0.0024, 0.0009, 0.0022, 0.0006, -0.0141, -0.0002, 0.0009, 0.0000, 0.0000, 0.0000, -0.0002]
}

***

Record 6
{
  "formula": "C3H2N2",
  "method": "wB97M-V/def2-TZVPD",
  "homo_energy_ev": -9.160,
  "orbital_gap_ev": 9.9004,
  "e_above_lowest_kj_mol": 512.5,
  "elements": ["C", "C", "C", "N", "N", "H", "H"],
  "xyz": [[0.222, -0.488, -1.139], [-0.741, -0.657, -0.298], [0.593, 1.702, 1.988], [0.471, 0.916, 1.116], [0.446, -0.250, 0.406], [0.743, -0.290, -2.033], [-1.733, -0.933, -0.040]],
  "mulliken_charge": [-0.1108, -0.2121, -0.3153, 0.2527, -0.3330, 0.3755, 0.3430]
}

***

Record 7
{
  "formula": "CH3ClN2O2",
  "method": "wB97M-V/def2-TZVPD",
  "homo_energy_ev": -8.719,
  "orbital_gap_ev": 9.3991,
  "smiles": "NC(=O)N(O)Cl",
  "e_above_lowest_kj_mol": 73.2,
  "elements": ["N", "C", "O", "N", "O", "Cl", "H", "H", "H"],
  "xyz": [[-0.303, -1.069, 0.295], [0.994, -1.190, 0.076], [1.727, -1.988, -0.313], [1.614, 0.316, 0.429], [0.859, 1.269, -0.238], [3.270, 0.258, 0.043], [-0.615, -0.259, 0.813], [-0.648, -2.052, 0.574], [1.557, 1.913, -0.547]],
  "mulliken_charge": [-0.4064, 0.5565, -0.4226, -0.1790, -0.3657, -0.0985, 0.2750, 0.2962, 0.3446]
}

***

Record 8
{
  "formula": "FNO4S",
  "method": "wB97M-V/def2-TZVPD",
  "homo_energy_ev": -11.955,
  "orbital_gap_ev": 10.9060,
  "e_above_lowest_kj_mol": 137.9,
  "elements": ["N", "O", "O", "O", "O", "F", "S"],
  "xyz": [[-1.735, 0.815, 0.758], [-2.508, 0.909, -0.093], [-1.476, 1.257, 1.799], [2.215, 0.248, -1.425], [3.127, -0.598, 0.621], [-0.826, -0.410, 0.341], [2.289, -0.863, -0.512]],
  "mulliken_charge": [1.0953, -0.3668, -0.3775, -0.3738, -0.3757, -0.3445, 0.7430]
}

***

Record 9
{
  "formula": "C2H2F2S",
  "method": "wB97M-V/def2-TZVPD",
  "multiplicity": 3,
  "homo_energy_ev": [-7.726, -9.593],
  "orbital_gap_ev": [7.3526, 8.2848],
  "s2": 2.00,
  "e_above_lowest_kj_mol": 132.3,
  "elements": ["C", "C", "F", "F", "S", "H", "H"],
  "xyz": [[0.753, 0.591, 1.912], [-1.253, -0.914, -1.337], [0.878, 0.736, 3.185], [-0.706, -2.063, -1.551], [-0.508, -0.031, 1.076], [1.705, 0.719, 1.399], [-0.672, -0.131, -2.183]],
  "lowdin_spin": [0.0221, 1.3712, 0.0085, 0.3492, 0.0926, 0.0006, 0.1559]
}